123
Properties=species:S:1:pos:R:3:forces:R:3:lowdin_charge:R:1 method="wB97M-V/def2-TZVPD" largest_force_ev_per_a=6.930 multiplicity=2 lumo_energy_ev="-2.07 / -5.91" homo_lumo_gap_ev="7.93 / 4.09" de_lowest_ev=5.6781
Cu -11.253092 -0.543341 -0.226238 -0.367 2.061 0.080 0.95
C -12.715733 1.011174 3.484677 0.223 -0.705 0.284 -0.54
F -13.639978 1.593065 4.224865 0.300 -0.129 -0.362 0.17
F -11.561685 1.743736 3.577162 -1.704 -1.418 -0.573 0.12
F -12.529579 -0.264915 3.932973 0.402 1.968 -0.661 0.11
S -13.442606 0.959778 1.615675 -0.840 2.219 -0.565 0.71
O -14.906133 1.127502 1.657620 3.369 -0.570 0.185 -0.26
O -12.677742 1.954586 0.888830 0.015 -0.786 0.533 -0.33
N -12.953655 -0.529842 0.943451 -0.051 1.327 1.579 -0.38
S -14.020754 -1.590128 1.568128 -3.202 -6.127 0.484 0.67
O -13.512305 -2.964052 1.370201 0.084 2.696 -0.137 -0.31
O -14.674708 -1.367627 2.867529 1.854 0.716 -2.267 -0.27
C -15.508313 -1.504400 0.246931 0.953 0.549 1.820 -0.66
F -16.476588 -0.725225 0.737130 -0.125 -1.358 -0.271 0.14
F -14.998208 -0.908442 -0.779540 0.793 1.220 -2.009 0.14
F -15.888631 -2.698526 -0.168579 -0.497 0.075 0.955 0.18
C -8.732941 2.964756 0.758367 -0.144 0.997 -0.930 -0.50
F -7.906040 3.593262 1.625540 -0.538 -0.988 -1.207 0.12
F -9.992935 3.257141 1.160322 1.405 -0.886 -0.751 0.12
F -8.548115 3.440702 -0.538829 -0.445 -0.725 2.998 0.08
S -8.414932 0.989554 0.830139 1.590 -1.362 0.292 0.70
O -6.997088 0.610646 0.653931 -3.055 1.430 0.099 -0.29
O -9.029221 0.540550 2.051859 -0.474 0.508 -0.744 -0.29
N -9.388366 0.390613 -0.472191 0.897 1.099 0.949 -0.36
S -8.633151 0.765177 -1.899424 1.039 -0.021 -3.300 0.64
O -9.565700 1.188124 -2.917670 -0.255 -0.914 1.016 -0.28
O -7.438437 1.596085 -1.853972 -1.389 -1.680 0.877 -0.28
C -8.036856 -1.049666 -2.376812 0.040 1.938 -1.030 -0.57
F -7.889414 -1.170325 -3.721926 -0.528 0.013 1.744 0.14
F -6.834458 -1.186554 -1.821697 -0.915 -0.773 0.067 0.14
F -8.974515 -1.918790 -1.926008 1.072 0.156 -0.306 0.09
Cl -10.570563 4.337023 -6.931592 0.623 -0.134 0.439 0.50
C -9.652514 3.214304 -5.834687 0.232 -0.594 0.074 -0.63
C -8.170304 3.592481 -5.538327 -1.469 -0.811 -2.009 -0.70
Cl -8.089995 4.804379 -4.345411 0.256 1.378 1.426 0.62
H -9.683269 2.249666 -6.341285 0.087 0.064 -0.021 0.06
H -10.264894 3.130855 -4.936842 0.284 0.100 0.050 0.04
H -7.789575 3.983915 -6.481684 0.302 0.021 0.126 0.07
H -7.560976 2.735178 -5.252248 -0.315 -0.072 0.087 0.07
C -2.382758 -0.963433 -0.815391 0.310 -1.561 2.312 -0.04
C -3.610661 -1.109866 -0.126433 -0.018 -0.789 -0.268 -0.05
C -3.753372 -1.956716 0.990273 0.524 1.674 -0.322 0.00
C -2.624239 -2.505171 1.558662 0.333 0.474 -1.424 -0.20
C -1.416515 -2.534284 0.897094 -0.194 0.729 -1.886 0.01
C -1.308216 -1.750023 -0.300862 -0.713 0.449 0.847 -0.05
N -2.737587 -2.904803 2.929093 -0.573 -1.356 -1.544 -0.42
O -3.286197 -2.147586 3.640425 -1.261 2.645 2.256 0.12
O -2.433336 -4.011786 3.231891 1.463 -2.475 0.550 0.11
H -2.198173 -0.265633 -1.618761 -0.272 -0.053 -0.069 0.10
H -4.522692 -0.604339 -0.407562 0.060 0.204 -0.386 0.08
H -4.675012 -1.992190 1.552155 -0.134 0.106 -0.131 0.12
H -0.633285 -3.209371 1.208875 0.312 0.436 0.305 0.12
H -0.324062 -1.580823 -0.712207 0.077 -0.434 -0.261 0.10
C -6.485571 -7.256044 -1.648112 1.098 0.315 0.823 -0.08
C -6.473434 -7.741150 -2.905703 -0.455 -2.272 -1.166 -0.09
C -7.228714 -7.228058 -3.926562 -0.123 0.419 -0.872 -0.01
C -7.944499 -6.071023 -3.714805 -0.325 -0.790 1.356 -0.13
C -7.905032 -5.514698 -2.427211 -0.075 1.095 -0.871 0.00
C -7.119217 -6.061053 -1.428124 -0.292 0.636 0.102 -0.07
N -8.842507 -5.639539 -4.798373 0.793 0.924 -1.115 -0.35
O -9.236603 -6.491999 -5.565631 -0.247 -0.345 0.386 0.08
O -9.001492 -4.444432 -4.998896 -0.126 -0.161 0.915 0.08
H -5.884752 -7.767276 -0.910516 -0.117 0.163 0.315 0.12
H -6.077671 -8.725269 -3.108884 0.595 0.029 0.092 0.11
H -7.244092 -7.732596 -4.881340 -0.123 0.085 -0.039 0.12
H -8.403964 -4.577559 -2.229103 -0.199 0.039 -0.112 0.10
H -6.952829 -5.507209 -0.516008 -0.393 -0.110 0.215 0.11
C -10.131366 6.460536 0.856611 2.941 0.608 -0.879 -0.10
C -11.462769 6.570251 0.979210 -3.030 -0.381 -1.597 -0.06
C -12.254342 7.077774 -0.104552 1.477 0.580 0.057 0.02
C -11.582697 7.647098 -1.200012 -0.545 -1.535 0.822 -0.13
C -10.184991 7.605129 -1.281062 -0.024 0.503 0.562 0.00
C -9.441549 6.976029 -0.269679 -1.586 0.683 -0.279 -0.03
N -12.417324 8.101181 -2.360983 0.115 1.016 0.171 -0.35
O -13.528894 7.634138 -2.512684 0.145 -0.505 0.430 0.06
O -11.972132 8.982415 -3.070032 0.500 -0.296 0.187 0.09
H -9.494591 6.071034 1.637125 -0.225 -0.330 0.236 0.09
H -12.000179 6.033382 1.746910 0.049 0.371 0.464 0.11
H -13.332684 7.129714 -0.074864 -0.012 -0.236 0.089 0.11
H -9.718624 8.225927 -2.031740 0.196 -0.446 -0.402 0.12
H -8.364643 6.968800 -0.350988 0.022 -0.121 0.149 0.10
C -14.686919 4.432716 -3.681247 -0.034 -0.298 1.848 -0.04
C -14.221922 4.077855 -2.386266 -1.143 1.762 -1.030 -0.04
C -13.584316 2.906536 -2.142897 0.141 -0.456 1.972 -0.01
C -13.453491 2.001495 -3.144532 -0.326 -0.904 -2.553 -0.12
C -13.979701 2.272417 -4.410966 1.118 1.138 -0.957 0.02
C -14.567782 3.521129 -4.684737 0.324 -0.553 0.170 -0.06
N -12.772889 0.687158 -3.027141 -0.519 0.520 0.469 -0.30
O -12.198158 0.432849 -1.977772 0.869 0.206 2.475 -0.04
O -12.825279 -0.106469 -3.898991 -0.247 -0.540 -1.461 0.16
H -15.201209 5.359471 -3.888702 0.204 0.227 0.303 0.11
H -14.429916 4.743552 -1.561645 0.209 0.131 0.030 0.11
H -13.316404 2.687996 -1.119736 0.324 -0.162 -0.049 0.10
H -13.623093 1.745047 -5.283384 -0.467 -0.769 0.162 0.12
H -14.895980 3.886514 -5.646600 0.125 -0.765 -0.393 0.12
C -6.965560 5.918112 3.898784 -0.418 1.948 0.383 -0.06
C -6.892556 7.337413 3.867844 -1.852 0.333 0.754 -0.04
C -8.019780 8.117282 4.284756 -0.151 -0.408 -0.119 0.02
C -9.263166 7.504716 4.599343 2.910 2.266 -0.644 -0.15
C -9.292408 6.184510 4.419150 -2.303 -2.137 0.975 -0.06
C -8.185914 5.368931 4.275903 0.771 -0.272 -1.062 -0.07
N -10.425589 8.289302 5.110551 -1.130 -1.304 -0.306 -0.36
O -11.484200 7.727572 5.319050 0.188 -1.452 -0.395 0.07
O -10.320428 9.448629 5.330901 1.649 2.204 -0.022 0.11
H -6.087495 5.354179 3.620626 -0.086 -0.278 0.224 0.10
H -5.998792 7.877654 3.592675 0.096 -0.148 -0.066 0.10
H -8.031104 9.196829 4.313947 0.544 0.124 0.037 0.11
H -10.304350 5.810311 4.467659 -0.012 -0.856 0.404 0.12
H -8.277619 4.295783 4.355513 -0.247 -0.053 -0.183 0.11
C -5.208470 4.464365 0.334718 -0.537 -0.608 2.797 -0.09
C -5.001815 3.097212 0.192144 0.248 1.723 0.811 -0.07
C -4.801995 2.649440 -1.058865 0.586 -3.064 -1.367 -0.06
C -4.833832 3.447390 -2.150509 0.091 3.564 0.238 -0.12
C -5.079978 4.846377 -1.911855 0.400 -0.847 -2.752 0.00
C -5.285596 5.380415 -0.674979 0.059 -0.827 -0.269 -0.07
N -4.586963 2.927244 -3.514362 -2.323 0.178 -0.872 -0.31
O -4.526347 1.708907 -3.619451 0.686 0.759 -0.011 0.07
O -4.732086 3.702496 -4.476001 0.861 -0.959 1.588 0.05
H -5.379994 4.755927 1.360375 0.053 0.475 0.164 0.09
H -4.880654 2.449098 1.047526 -0.277 0.005 -0.001 0.12
H -4.618412 1.597081 -1.217773 0.038 -0.135 -0.056 0.11
H -5.107318 5.528469 -2.748768 0.020 -0.206 -0.350 0.11
H -5.504650 6.428662 -0.535004 0.104 -0.034 0.071 0.11